# 1
{
  "formula": "C22H25NO3RhSSe2",
  "method": "ωB97M-V with the def2-TZVPD basis set",
  "elements": ["Rh", "C", "C", "C", "C", "N", "C", "C", "C", "C", "C", "C", "C", "H", "H", "H", "H", "H", "H", "H", "H", "C", "Se", "C", "C", "Se", "C", "H", "H", "H", "H", "H", "H", "H", "H", "H", "H", "C", "C", "C", "C", "C", "C", "C", "S", "O", "O", "O", "H", "H", "H", "H", "H", "H", "H"],
  "positions_angstrom": [[0.131, -0.073, 0.254], [4.293, -0.674, 0.228], [4.756, 0.613, -0.020], [3.877, 1.677, 0.014], [2.539, 1.441, 0.296], [2.100, 0.187, 0.532], [2.954, -0.850, 0.481], [1.459, 2.429, 0.324], [1.648, 3.806, 0.387], [0.549, 4.646, 0.404], [-0.728, 4.104, 0.345], [-0.924, 2.727, 0.292], [0.172, 1.877, 0.292], [4.950, -1.531, 0.197], [5.800, 0.780, -0.251], [4.209, 2.682, -0.199], [2.530, -1.831, 0.652], [2.648, 4.222, 0.428], [0.684, 5.717, 0.462], [-1.589, 4.760, 0.348], [-1.924, 2.345, 0.242], [-3.670, 0.849, 0.587], [-2.426, -0.544, 0.068], [-2.607, -1.560, 1.718], [-1.916, -0.905, 2.892], [0.000, -0.860, 2.582], [0.424, 0.626, 3.751], [-4.640, 0.368, 0.689], [-3.726, 1.573, -0.222], [-3.386, 1.347, 1.511], [-2.219, -2.550, 1.489], [-3.675, -1.639, 1.918], [-2.087, -1.451, 3.820], [-2.230, 0.129, 3.029], [0.163, 0.358, 4.771], [-0.122, 1.504, 3.416], [1.495, 0.797, 3.675], [-4.647, -1.150, -5.064], [-3.438, -1.423, -4.212], [-3.173, -2.701, -3.725], [-2.048, -2.957, -2.960], [-1.174, -1.918, -2.668], [-1.412, -0.636, -3.147], [-2.539, -0.399, -3.916], [0.175, -2.239, -1.591], [0.847, -3.416, -2.028], [0.995, -0.986, -1.604], [-0.364, -2.325, -0.189], [-5.330, -1.998, -5.071], [-4.352, -0.949, -6.095], [-5.192, -0.275, -4.706], [-3.857, -3.509, -3.956], [-1.842, -3.957, -2.599], [-0.712, 0.162, -2.938], [-2.717, 0.596, -4.308]],
  "atomic_forces_ev_per_a": [[-1.079, -1.835, 0.728], [0.053, 0.037, 0.031], [0.056, -0.026, 0.002], [0.025, 0.037, 0.110], [-0.172, 0.034, 0.188], [0.742, -0.239, -0.564], [-0.151, 0.083, 0.198], [0.062, 0.042, -0.025], [0.049, -0.062, -0.086], [-0.016, 0.025, -0.003], [-0.074, 0.012, -0.003], [0.287, 0.223, -0.044], [0.234, 0.281, 0.470], [-0.002, 0.009, 0.010], [-0.012, 0.000, 0.000], [0.000, -0.008, -0.002], [-0.039, -0.012, -0.081], [-0.012, -0.001, 0.001], [-0.004, -0.009, -0.005], [0.014, 0.003, -0.007], [-0.085, -0.001, 0.026], [-0.055, 0.064, 0.013], [0.147, 0.025, -0.215], [-0.047, 0.012, 0.046], [-0.060, -0.007, 0.037], [0.038, 0.871, -0.426], [0.003, 0.025, 0.001], [-0.014, 0.013, 0.037], [-0.035, -0.016, -0.020], [-0.016, 0.004, -0.017], [0.043, -0.012, 0.060], [-0.026, -0.032, -0.054], [0.018, -0.041, -0.007], [-0.053, -0.001, 0.027], [0.005, -0.010, 0.000], [0.005, 0.016, 0.020], [0.004, 0.007, -0.004], [0.007, -0.014, 0.005], [-0.018, 0.010, -0.005], [-0.026, -0.010, -0.017], [0.033, 0.027, 0.012], [-0.234, -0.075, 0.062], [0.047, -0.026, -0.070], [-0.002, 0.010, -0.024], [0.285, 0.133, 0.071], [0.060, -0.009, 0.067], [-0.445, 0.375, -0.412], [0.400, 0.065, -0.193], [0.014, 0.001, 0.008], [0.007, -0.006, 0.009], [0.014, 0.000, 0.006], [0.019, 0.003, 0.000], [-0.002, 0.022, 0.011], [0.011, -0.008, 0.016], [-0.002, -0.011, 0.011]],
  "lowdin_charge": [0.750, -0.020, -0.017, 0.021, -0.194, -0.069, -0.096, -0.181, -0.016, -0.066, -0.061, -0.091, -0.215, 0.121, 0.123, 0.121, 0.123, 0.115, 0.112, 0.112, 0.038, -0.342, 1.088, -0.486, -0.478, 1.101, -0.313, 0.042, 0.034, 0.034, 0.070, 0.086, 0.089, 0.067, 0.042, 0.038, 0.036, -0.040, -0.257, -0.020, -0.043, -0.336, -0.097, -0.031, 0.503, -0.239, -0.387, -0.500, 0.079, 0.091, 0.083, 0.119, 0.126, 0.108, 0.122],
  "e_lumo_ev": -3.99,
  "charge": 1,
  "e_tot_ev": -175383.027,
  "homo_energy_ev": -11.46,
  "e_above_lowest_ev": 0.9601,
  "homo_lumo_gap_ha": 0.27470
}

=====

# 2
{
  "formula": "C22H24N2O4",
  "method": "ωB97M-V with the def2-TZVPD basis set",
  "elements": ["C", "C", "H", "H", "O", "C", "C", "C", "C", "C", "C", "O", "C", "C", "H", "H", "H", "H", "H", "H", "C", "N", "C", "O", "C", "C", "C", "O", "N", "C", "C", "C", "C", "C", "C", "H", "H", "H", "H", "H", "H", "H", "C", "H", "H", "H", "H", "H", "H", "H", "H", "H"],
  "positions_angstrom": [[6.159, 2.798, 0.050], [4.803, 2.369, 0.588], [4.831, 2.322, 1.686], [4.030, 3.088, 0.284], [4.521, 1.092, 0.053], [3.326, 0.490, 0.347], [2.388, 1.042, 1.212], [1.202, 0.394, 1.508], [0.915, -0.836, 0.938], [1.838, -1.385, 0.064], [3.039, -0.755, -0.246], [3.826, -1.459, -1.102], [4.957, -0.881, -1.731], [5.453, -1.883, -2.762], [5.715, -2.818, -2.274], [6.328, -1.488, -3.270], [4.674, -2.082, -3.493], [5.741, -0.675, -0.993], [4.680, 0.060, -2.219], [1.647, -2.335, -0.409], [-0.374, -1.563, 1.248], [-1.514, -0.712, 0.959], [-2.406, -0.977, -0.017], [-2.401, -1.996, -0.677], [-3.417, 0.121, -0.203], [-2.993, 1.401, -0.324], [-3.905, 2.511, -0.534], [-3.581, 3.680, -0.630], [-5.232, 2.144, -0.606], [-5.716, 0.869, -0.503], [-7.087, 0.618, -0.597], [-7.560, -0.670, -0.489], [-6.678, -1.730, -0.287], [-5.326, -1.498, -0.190], [-4.817, -0.198, -0.298], [-4.639, -2.317, -0.052], [-7.060, -2.736, -0.208], [-8.620, -0.859, -0.563], [-7.765, 1.444, -0.756], [-5.892, 2.898, -0.760], [-1.945, 1.658, -0.292], [-1.567, 0.166, 1.451], [-0.412, -2.024, 2.705], [0.427, -2.686, 2.901], [-1.338, -2.559, 2.906], [-0.345, -1.172, 3.378], [-0.475, -2.428, 0.585], [0.514, 0.863, 2.195], [2.583, 1.995, 1.676], [6.921, 2.083, 0.350], [6.417, 3.778, 0.438], [6.132, 2.839, -1.036]],
  "atomic_forces_ev_per_a": [[-0.383, -0.226, 0.098], [0.154, 0.324, 0.096], [-0.084, 0.011, -0.118], [0.032, -0.106, 0.087], [-0.126, -0.273, -0.047], [0.096, -0.073, -0.110], [0.065, 0.102, 0.011], [0.011, -0.112, -0.048], [0.064, -0.023, -0.139], [0.117, 0.168, 0.066], [-0.113, 0.068, 0.096], [-0.118, -0.074, 0.179], [0.553, 0.068, -0.422], [-0.285, 0.206, 0.340], [0.068, -0.111, 0.013], [0.102, 0.026, -0.063], [-0.041, -0.033, -0.113], [-0.160, 0.010, -0.131], [0.036, -0.096, 0.113], [-0.028, -0.137, -0.092], [0.114, -0.207, 0.098], [0.141, 0.106, 0.261], [0.071, 0.201, 0.210], [-0.108, -0.187, -0.232], [0.138, 0.536, -0.209], [0.132, -0.470, 0.062], [-0.338, 0.124, 0.022], [0.179, 0.136, -0.029], [-0.117, 0.372, -0.088], [0.051, -0.722, 0.083], [0.003, 0.023, 0.004], [0.091, 0.085, -0.014], [-0.022, -0.115, 0.047], [-0.078, 0.058, -0.010], [-0.408, 0.114, -0.068], [0.049, -0.063, -0.004], [-0.015, -0.092, 0.009], [-0.088, 0.006, -0.013], [-0.077, 0.081, -0.012], [0.211, -0.060, 0.035], [0.074, 0.020, 0.003], [-0.144, -0.034, -0.097], [-0.069, -0.061, -0.281], [0.097, -0.044, 0.077], [-0.085, -0.044, 0.043], [0.021, 0.088, 0.105], [0.045, 0.157, 0.106], [-0.081, 0.073, 0.109], [0.069, 0.086, 0.011], [0.107, -0.034, 0.035], [0.052, 0.101, 0.026], [0.024, 0.045, -0.104]],
  "lowdin_charge": [-0.061, -0.258, 0.126, 0.128, -0.084, -0.181, -0.009, -0.045, -0.190, 0.060, -0.178, -0.031, -0.248, -0.064, 0.076, 0.075, 0.077, 0.122, 0.127, 0.132, -0.310, 0.117, -0.438, 0.081, -0.058, 0.077, -0.462, 0.053, 0.164, -0.177, -0.021, -0.078, -0.079, -0.006, -0.096, 0.111, 0.103, 0.105, 0.111, 0.164, 0.128, 0.135, -0.028, 0.086, 0.081, 0.075, 0.142, 0.109, 0.104, 0.078, 0.076, 0.078],
  "e_lumo_ev": 0.03,
  "e_tot_ev": -34374.616,
  "homo_energy_ev": -8.13,
  "e_above_lowest_ev": 1.4485,
  "homo_lumo_gap_ha": 0.29997
}

=====

# 3
{
  "formula": "C23H58BCl2N6O7",
  "method": "ωB97M-V with the def2-TZVPD basis set",
  "elements": ["C", "C", "Cl", "C", "Cl", "N", "C", "C", "N", "B", "N", "O", "H", "H", "H", "H", "H", "H", "H", "H", "H", "H", "H", "H", "H", "C", "O", "C", "C", "N", "C", "C", "O", "C", "H", "H", "H", "H", "H", "H", "H", "H", "H", "H", "H", "H", "H", "H", "H", "C", "O", "C", "C", "N", "C", "C", "O", "C", "H", "H", "H", "H", "H", "H", "H", "H", "H", "H", "H", "H", "H", "H", "H", "C", "O", "C", "C", "N", "C", "C", "O", "C", "H", "H", "H", "H", "H", "H", "H", "H", "H", "H", "H", "H", "H", "H", "H"],
  "positions_angstrom": [[-6.784, 2.840, -2.564], [-5.413, 3.405, -2.689], [-5.132, 4.404, -4.069], [-4.402, 3.183, -1.856], [-4.552, 2.180, -0.493], [-3.085, 3.786, -2.087], [-1.958, 2.777, -1.977], [-0.621, 3.323, -2.468], [0.435, 2.720, -1.667], [-2.859, 5.035, -1.133], [-3.010, 4.958, 0.290], [-2.512, 6.162, -1.790], [-7.088, 2.778, -1.521], [-7.491, 3.483, -3.080], [-6.830, 1.840, -2.993], [-3.099, 4.135, -3.048], [-1.887, 2.414, -0.956], [-2.252, 1.922, -2.584], [-0.456, 3.035, -3.505], [-0.575, 4.421, -2.416], [0.272, 2.927, -0.687], [1.325, 3.145, -1.892], [-2.408, 4.224, 0.654], [-3.950, 4.822, 0.639], [-1.811, 6.052, -2.445], [2.723, -3.844, 1.229], [2.518, -4.312, -0.088], [1.155, -4.399, -0.476], [0.810, -3.357, -1.517], [0.828, -2.012, -0.956], [0.750, -0.934, -1.933], [1.851, -0.805, -2.978], [3.104, -0.417, -2.457], [3.904, -1.465, -1.939], [3.770, -4.012, 1.473], [2.513, -2.772, 1.331], [2.100, -4.392, 1.942], [0.502, -4.324, 0.396], [1.007, -5.389, -0.914], [-0.193, -3.565, -1.905], [1.519, -3.476, -2.348], [1.673, -1.899, -0.411], [0.732, 0.007, -1.379], [-0.211, -1.016, -2.456], [1.555, 0.001, -3.657], [1.954, -1.708, -3.592], [3.755, -2.396, -2.491], [3.709, -1.645, -0.878], [4.945, -1.161, -2.042], [-0.438, -9.839, 5.326], [-0.608, -10.343, 4.018], [-1.954, -10.406, 3.570], [-2.225, -9.386, 2.487], [-2.195, -8.029, 3.013], [-2.211, -6.977, 2.005], [-1.066, -6.908, 1.003], [0.181, -6.540, 1.558], [0.926, -7.592, 2.148], [0.594, -10.030, 5.614], [-0.620, -8.759, 5.387], [-1.099, -10.343, 6.037], [-2.647, -10.278, 4.407], [-2.111, -11.404, 3.151], [-3.215, -9.579, 2.063], [-1.485, -9.551, 1.691], [-1.373, -7.918, 3.591], [-2.238, -6.021, 2.535], [-3.149, -7.054, 1.445], [-1.314, -6.117, 0.288], [-0.962, -7.833, 0.422], [0.763, -8.540, 1.630], [0.690, -7.717, 3.208], [1.980, -7.326, 2.069], [4.713, 7.804, -1.171], [4.397, 7.857, 0.205], [3.602, 8.968, 0.596], [2.209, 8.533, 0.991], [1.453, 8.059, -0.161], [0.196, 7.398, 0.159], [0.235, 6.133, 1.004], [0.805, 5.004, 0.348], [2.225, 4.928, 0.376], [5.475, 7.037, -1.298], [3.847, 7.540, -1.791], [5.114, 8.757, -1.525], [3.567, 9.718, -0.199], [4.080, 9.422, 1.467], [1.684, 9.385, 1.433], [2.317, 7.768, 1.771], [2.035, 7.427, -0.696], [-0.286, 7.148, -0.790], [-0.458, 8.120, 0.658], [-0.793, 5.838, 1.216], [0.715, 6.304, 1.973], [2.628, 5.346, 1.299], [2.679, 5.441, -0.476], [2.500, 3.874, 0.323]],
  "atomic_forces_ev_per_a": [[-0.164, 0.098, 0.192], [-0.022, -0.019, -0.039], [-0.012, 0.127, -0.224], [-0.013, 0.200, -0.298], [-0.006, -0.213, 0.228], [0.483, -0.424, 0.591], [0.038, -0.409, -0.506], [0.487, 0.039, 0.354], [-0.286, -0.111, -0.040], [0.080, 0.780, -0.008], [-0.066, -0.260, -0.598], [0.322, -0.395, 0.429], [0.074, -0.057, 0.023], [-0.046, -0.040, -0.089], [0.009, -0.022, -0.077], [-0.068, -0.021, -0.065], [-0.077, 0.256, 0.146], [-0.076, -0.052, 0.044], [-0.108, 0.120, -0.122], [-0.213, 0.108, -0.010], [0.124, 0.138, 0.041], [0.101, -0.156, -0.099], [-0.183, -0.022, 0.333], [0.033, -0.012, 0.192], [-0.363, 0.266, -0.434], [0.039, -0.088, 0.029], [0.013, 0.156, 0.046], [-0.065, -0.132, -0.160], [0.109, 0.116, 0.007], [0.104, -0.038, -0.066], [-0.069, 0.041, 0.221], [-0.090, 0.065, -0.188], [0.027, -0.006, 0.082], [0.074, 0.083, -0.017], [0.007, 0.001, -0.018], [-0.044, -0.011, 0.014], [-0.011, 0.009, 0.010], [-0.014, 0.062, 0.012], [-0.018, -0.019, 0.038], [-0.005, 0.011, -0.020], [-0.052, -0.059, -0.031], [-0.005, -0.004, 0.021], [-0.049, 0.028, -0.037], [0.015, -0.031, -0.044], [0.009, -0.005, -0.008], [0.032, -0.051, 0.080], [-0.022, -0.024, 0.018], [-0.031, -0.071, -0.021], [-0.002, 0.009, -0.014], [0.036, -0.047, -0.007], [0.023, 0.112, 0.034], [-0.064, -0.156, -0.050], [0.054, 0.118, -0.006], [0.149, -0.044, -0.040], [-0.082, 0.039, 0.158], [-0.058, 0.069, -0.181], [0.016, -0.065, 0.143], [0.101, 0.109, -0.016], [0.008, -0.003, -0.014], [-0.051, -0.010, 0.018], [-0.006, 0.006, 0.017], [-0.001, 0.065, 0.004], [0.005, -0.012, 0.032], [-0.005, 0.011, -0.024], [-0.044, -0.059, -0.024], [-0.005, 0.000, 0.013], [-0.029, 0.018, -0.025], [0.007, -0.022, -0.031], [0.021, -0.004, -0.007], [0.008, -0.050, 0.081], [-0.025, -0.024, 0.020], [-0.040, -0.074, -0.021], [-0.001, 0.002, -0.025], [0.069, -0.006, 0.034], [-0.094, -0.083, -0.098], [0.079, 0.110, 0.121], [-0.061, -0.074, -0.043], [0.070, -0.143, 0.070], [0.084, 0.070, -0.154], [-0.200, -0.026, 0.132], [0.006, 0.029, -0.059], [-0.031, -0.103, -0.032], [0.001, -0.008, 0.014], [-0.008, 0.056, -0.011], [0.000, 0.006, -0.020], [-0.052, -0.024, -0.035], [0.033, 0.008, -0.023], [-0.025, -0.004, 0.007], [0.011, 0.061, 0.053], [0.017, 0.024, -0.008], [-0.067, 0.028, 0.011], [-0.005, -0.007, 0.035], [-0.037, 0.134, 0.032], [0.157, -0.064, -0.063], [0.015, 0.032, -0.006], [0.023, 0.052, 0.048], [-0.003, -0.003, 0.027]],
  "lowdin_charge": [-0.093, -0.670, 0.807, -0.695, 0.856, -0.017, -0.108, -0.231, 0.038, -0.616, 0.205, 0.216, 0.079, 0.082, 0.105, 0.108, 0.109, 0.144, 0.126, 0.102, 0.063, 0.085, 0.092, 0.090, 0.114, -0.109, -0.183, -0.226, -0.210, -0.049, -0.218, -0.235, -0.183, -0.093, 0.091, 0.077, 0.083, 0.111, 0.123, 0.122, 0.107, 0.070, 0.092, 0.112, 0.113, 0.113, 0.091, 0.073, 0.089, -0.115, -0.192, -0.217, -0.217, -0.050, -0.201, -0.230, -0.209, -0.082, 0.089, 0.077, 0.089, 0.123, 0.123, 0.124, 0.106, 0.070, 0.120, 0.118, 0.113, 0.116, 0.092, 0.075, 0.089, -0.114, -0.192, -0.212, -0.211, -0.046, -0.193, -0.208, -0.220, -0.084, 0.090, 0.075, 0.091, 0.125, 0.126, 0.127, 0.107, 0.068, 0.100, 0.129, 0.096, 0.119, 0.095, 0.077, 0.088],
  "e_lumo_ev": -2.93,
  "charge": 1,
  "e_tot_ev": -73777.368,
  "homo_energy_ev": -9.91,
  "homo_lumo_gap_ha": 0.25681
}